ORCA calculation (ωB97M-V with the def2-TZVPD basis set) on 3 unconnected molecules or ions with the total composition C22H56BN6O5P2 at a distorted geometry.

Bonds (Å) are listed after each position.
Atoms and positions in Å:
1 C -2.3442 0.5502 0.7697  C2 1.535, H15 1.089, H16 1.101, H17 1.090
2 C -0.9773 0.1253 0.2140  C1 1.535, C3 1.555, H18 1.100, H19 1.096
3 C 0.0325 1.2791 -0.0469  C2 1.555, C4 1.567, B12 1.552
4 C -0.5696 2.1160 -1.2263  C3 1.567, C5 1.528, H20 1.097, H21 1.100
5 C -0.4303 3.6330 -1.1035  C4 1.528, C6 1.555, H22 1.090, H23 1.091
6 C -0.7935 4.2900 -2.4656  C5 1.555, C7 1.529, H24 1.086, H25 1.090
7 C -0.3090 5.7403 -2.4666  C6 1.529, O8 1.439, H26 1.091, H27 1.087
8 O 1.0708 5.8206 -2.8690  C7 1.439, C9 1.354
9 C 1.9264 6.0964 -1.8566  O8 1.354, C10 1.509, O11 1.210
10 C 3.0638 5.1151 -1.7092  C9 1.509, H28 1.089, H29 1.087, H30 1.082
11 O 1.8119 7.0374 -1.1051  C9 1.210
12 B 0.2215 2.1311 1.2370  C3 1.552, C13 1.609, O14 1.437
13 C 1.6471 2.0890 1.9813  B12 1.609, H31 1.096, H32 1.092, H33 1.091
14 O -0.7607 2.9752 1.8597  B12 1.437, H34 0.961
15 H -2.3004 0.8414 1.8179  C1 1.089
16 H -3.0817 -0.2622 0.6776  C1 1.101
17 H -2.7706 1.4042 0.2433  C1 1.090
18 H -1.1476 -0.3608 -0.7581  C2 1.100
19 H -0.5301 -0.6356 0.8640  C2 1.096
20 H 0.0235 1.8344 -2.1057  C4 1.097
21 H -1.6081 1.8513 -1.4727  C4 1.100
22 H -1.1641 4.0088 -0.3908  C5 1.090
23 H 0.5886 3.9597 -0.8887  C5 1.091
24 H -1.8580 4.2118 -2.6653  C6 1.086
25 H -0.1911 3.7571 -3.2009  C6 1.090
26 H -0.8869 6.3014 -3.2021  C7 1.091
27 H -0.4854 6.1771 -1.4871  C7 1.087
28 H 3.8909 5.3928 -2.3613  C10 1.089
29 H 2.7524 4.1103 -1.9849  C10 1.087
30 H 3.4020 5.0993 -0.6811  C10 1.082
31 H 1.6358 2.5861 2.9581  C13 1.096
32 H 2.3733 2.5800 1.3295  C13 1.092
33 H 1.9660 1.0485 2.0578  C13 1.091
34 H -0.5848 3.9038 1.6849  O14 0.961
35 O -1.6929 -0.2335 -4.2012  P36 1.503
36 P -2.3183 -1.1395 -5.2249  O35 1.503, N37 1.727, N40 1.746, N43 1.745
37 N -3.9004 -0.4529 -5.3131  P36 1.727, C38 1.442, C39 1.449
38 C -5.1936 -1.0159 -5.0129  N37 1.442, H46 1.101, H47 1.097, H48 1.086
39 C -3.9873 0.9087 -5.8011  N37 1.449, H49 1.101, H50 1.092, H51 1.093
40 N -2.2258 -2.6261 -4.3141  P36 1.746, C41 1.459, C42 1.466
41 C -3.2813 -3.0074 -3.3816  N40 1.459, H52 1.096, H53 1.090, H54 1.097
42 C -0.9132 -2.8033 -3.6867  N40 1.466, H55 1.094, H56 1.092, H57 1.092
43 N -2.4087 -2.0566 -6.7064  P36 1.745, C44 1.460, C45 1.428
44 C -1.8159 -1.4119 -7.8747  N43 1.460, H58 1.103, H59 1.094, H60 1.093
45 C -3.4269 -2.9932 -7.0619  N43 1.428, H61 1.101, H62 1.088, H63 1.096
46 H -5.8432 -1.0236 -5.9018  C38 1.101
47 H -5.7012 -0.4277 -4.2379  C38 1.097
48 H -5.1422 -2.0379 -4.6507  C38 1.086
49 H -4.1461 0.9405 -6.8903  C39 1.101
50 H -3.0716 1.4623 -5.5829  C39 1.092
51 H -4.8068 1.4507 -5.3224  C39 1.093
52 H -3.7552 -2.1498 -2.8906  C41 1.096
53 H -2.8912 -3.6538 -2.5959  C41 1.090
54 H -4.0555 -3.5998 -3.8838  C41 1.097
55 H -0.8205 -2.2348 -2.7564  C42 1.094
56 H -0.1145 -2.4750 -4.3550  C42 1.092
57 H -0.7450 -3.8610 -3.4718  C42 1.092
58 H -2.5154 -0.7165 -8.3672  C44 1.103
59 H -1.4943 -2.1538 -8.6114  C44 1.094
60 H -0.9272 -0.8445 -7.5885  C44 1.093
61 H -4.2550 -2.5154 -7.6070  C45 1.101
62 H -3.8338 -3.5234 -6.2032  C45 1.088
63 H -2.9985 -3.7615 -7.7156  C45 1.096
64 O 3.3872 -0.6409 4.2726  P65 1.503
65 P 3.3807 -1.4343 5.5485  O64 1.503, N66 1.724, N69 1.744, N72 1.740
66 N 2.9836 -2.9970 4.9395  P65 1.724, C67 1.443, C68 1.449
67 C 1.8530 -3.8547 5.2015  N66 1.443, H75 1.101, H76 1.097, H77 1.085
68 C 3.9406 -3.6013 4.0345  N66 1.449, H78 1.101, H79 1.092, H80 1.093
69 N 2.0598 -0.6117 6.3369  P65 1.744, C70 1.460, C71 1.465
70 C 0.6755 -1.0246 6.1216  N69 1.460, H81 1.095, H82 1.090, H83 1.096
71 C 2.1723 0.8442 6.2202  N69 1.465, H84 1.094, H85 1.092, H86 1.092
72 N 3.9806 -1.9545 7.0967  P65 1.740, C73 1.460, C74 1.429
73 C 5.4307 -2.1046 7.1856  N72 1.460, H87 1.102, H88 1.094, H89 1.093
74 C 3.2900 -2.7795 8.0370  N72 1.429, H90 1.100, H91 1.088, H92 1.096
75 H 2.1707 -4.8108 5.6450  C67 1.101
76 H 1.3178 -4.0829 4.2717  C67 1.097
77 H 1.1307 -3.4153 5.8821  C67 1.085
78 H 4.6662 -4.2312 4.5724  C68 1.101
79 H 4.5019 -2.8386 3.4911  C68 1.092
80 H 3.4419 -4.2211 3.2855  C68 1.093
81 H 0.4913 -1.4113 5.1133  C70 1.095
82 H -0.0078 -0.1903 6.2767  C70 1.090
83 H 0.3736 -1.7838 6.8525  C70 1.096
84 H 1.8134 1.2087 5.2530  C71 1.094
85 H 3.2107 1.1647 6.3300  C71 1.092
86 H 1.5966 1.3252 7.0140  C71 1.092
87 H 5.7709 -3.0885 6.8232  C73 1.102
88 H 5.7755 -1.9805 8.2161  C73 1.094
89 H 5.9318 -1.3378 6.5901  C73 1.093
90 H 3.5020 -3.8478 7.8809  C74 1.100
91 H 2.2124 -2.6309 8.0203  C74 1.088
92 H 3.6150 -2.5204 9.0508  C74 1.096

As for the total energy: -2283.9778 hartree. The charge is -1. Its HOMO-LUMO gap is 3.231 eV.

Löwdin atomic charge list, values in e, 6 entries: -0.15 -0.30 -0.22 -0.25 -0.21 -0.17